The following is a quantum chemistry calculation of an isolated ion of composition C7H11N4O2 and charge +1 at a distorted geometry, from the OMol25 dataset.

Calculated values
Net charge   +1
HOMO level (alpha / beta)   -0.368 / -0.507 Eh
Multiplicity   3
Orbital gap (alpha / beta)   6.375 / 7.128 eV
ΔE to the lowest compared entry with this formula, charge and spin   0.0000 eV
Strongest force on any atom   6.55 eV/Å

Last column: Löwdin spin population.
CARTESIAN COORDINATES (ANGSTROEM)
C: 4.06 -0.38 0.06  0.30
C: 1.72 0.13 -0.17  0.48
C: 2.04 -1.21 0.01  0.43
C: 0.52 0.91 -0.11  0.17
C: 3.10 0.84 -0.21  0.06
C: -1.98 0.16 -0.01  0.03
C: -2.60 1.57 0.15  0.00
N: 3.42 -1.50 0.04  0.01
N: -0.67 -0.06 -0.05  0.00
N: -2.87 -0.84 0.02  0.02
N: 1.21 -2.43 0.12  0.16
O: 0.46 2.09 -0.11  0.26
O: 3.19 1.99 0.45  0.02
H: 5.11 -0.23 0.04  0.02
H: 3.28 1.03 -1.25  0.02
H: -2.67 2.03 1.15  0.00
H: -3.74 1.52 -0.13  0.00
H: -2.14 2.31 -0.48  0.00
H: -0.43 -1.07 -0.04  0.00
H: -2.60 -1.78 -0.10  0.00
H: -3.94 -0.71 0.03  0.00
H: 0.56 -2.49 0.92  0.02
H: 1.97 -3.13 0.21  0.00
H: 2.52 2.71 0.08  0.00

***

The following is a quantum chemistry calculation of a 2-piece molecular cluster, C4H2NO3 overall at a distorted geometry, from the OMol25 dataset.

Calculated values
Net charge   -1
HOMO level   -0.116 Eh
Multiplicity   1
Orbital gap   7.387 eV
ΔE to the lowest compared entry with this formula, charge and spin   1.4511 eV
Strongest force on any atom   3.40 eV/Å

Last column: natural (NBO) charge in e.
CARTESIAN COORDINATES (ANGSTROEM)
C: -0.84 -0.17 0.84  -0.13
C: 0.03 0.79 1.18  -0.02
C: 0.08 0.57 -0.94  0.78
C: 0.34 -1.81 -1.32  0.45
N: -0.87 -0.34 -0.56  -0.62
O: 1.39 -1.85 -0.82  -0.62
O: 0.42 0.81 -2.10  -0.71
O: 0.64 1.32 0.09  -0.49
H: -1.52 -0.59 1.50  0.18
H: 0.33 1.26 2.13  0.17

***

The following is a quantum chemistry calculation of a 2-piece molecular cluster, C5H15N2O overall at a distorted geometry, from the OMol25 dataset.

Calculated values
Net charge   -1
HOMO level   -0.118 Eh
Multiplicity   1
Orbital gap   7.479 eV
ΔE to the lowest compared entry with this formula, charge and spin   0.0000 eV
Strongest force on any atom   1.16 eV/Å

Last column: natural (NBO) charge in e.
CARTESIAN COORDINATES (ANGSTROEM)
C: -0.13 1.89 -0.35  -0.01
O: 0.18 0.57 -0.31  -0.98
C: -1.36 2.21 -1.18  -0.40
C: -1.25 1.73 -2.65  -0.61
H: 0.70 2.48 -0.82  0.09
H: -0.31 2.35 0.65  0.09
H: -1.57 3.29 -1.22  0.16
H: -2.26 1.75 -0.76  0.17
H: -2.22 1.92 -3.12  0.17
H: -1.02 0.67 -2.63  0.23
H: -0.49 2.30 -3.18  0.18
C: 0.52 -1.88 2.17  -0.22
C: 1.40 -2.49 1.07  -0.21
N: 2.04 -1.39 0.35  -0.89
N: -0.71 -1.33 1.59  -0.90
H: 0.24 -2.70 2.84  0.15
H: 1.13 -1.15 2.72  0.16
H: 2.16 -3.12 1.56  0.15
H: 0.79 -3.14 0.44  0.15
H: 1.32 -0.73 0.02  0.43
H: 2.57 -1.70 -0.45  0.33
H: -1.27 -0.96 2.34  0.33
H: -0.47 -0.57 0.91  0.43

***

The following is a quantum chemistry calculation of one molecule with the formula C3H9N3O at a distorted geometry, from the OMol25 dataset.

Calculated values
Structure (SMILES)   CN(O)/C(N)=C/N
HOMO level   -0.263 Eh
Multiplicity   1
Orbital gap   8.095 eV
ΔE to the lowest compared entry with this formula, charge and spin   3.8745 eV
Strongest force on any atom   6.18 eV/Å

Last column: natural (NBO) charge in e.
CARTESIAN COORDINATES (ANGSTROEM)
C: 2.01 0.76 -0.32  -0.42
N: 1.09 -0.36 -0.33  -0.18
O: 1.72 -1.53 0.15  -0.57
C: -0.42 -0.37 -0.27  0.27
N: -1.09 -1.55 -0.37  -0.84
C: -0.89 0.76 0.24  -0.17
N: -2.37 0.88 0.34  -0.86
H: 1.67 1.53 -1.02  0.21
H: 3.01 0.45 -0.63  0.22
H: 2.09 1.21 0.68  0.16
H: 1.30 -1.66 1.03  0.45
H: -0.48 -2.29 -0.72  0.40
H: -1.94 -1.42 -0.92  0.40
H: -0.38 1.69 0.47  0.20
H: -2.62 1.77 0.76  0.37
H: -2.72 0.11 0.91  0.36

***

The following is a quantum chemistry calculation of C4H6N2O2 as an isolated structure at a distorted geometry, from the OMol25 dataset.

Calculated values
HOMO level   -0.278 Eh
Multiplicity   1
Orbital gap   8.207 eV
ΔE to the lowest compared entry with this formula, charge and spin   5.3965 eV
Strongest force on any atom   5.82 eV/Å

Last column: natural (NBO) charge in e.
CARTESIAN COORDINATES (ANGSTROEM)
C: 0.64 -0.44 0.62  0.06
C: 0.86 -0.69 -0.72  -0.44
C: -0.07 0.09 -1.34  0.63
C: -0.35 0.48 0.80  0.24
H: 2.24 -2.03 1.18  0.39
H: 1.71 -0.42 2.46  0.37
H: 1.92 -0.99 -1.35  0.23
H: -1.09 0.81 -2.77  0.49
H: -0.66 1.75 2.23  0.40
H: -2.08 0.43 2.05  0.41
N: 1.26 -1.30 1.63  -0.81
N: -1.08 0.77 1.98  -0.88
O: -0.50 0.11 -2.58  -0.65
O: -0.71 0.83 -0.56  -0.44

***

The following is a quantum chemistry calculation of one molecule with the formula C8H15NOS2 at a distorted geometry, from the OMol25 dataset.

Calculated values
HOMO level   -0.326 Eh
Multiplicity   1
Orbital gap   9.497 eV
ΔE to the lowest compared entry with this formula, charge and spin   7.2008 eV
Strongest force on any atom   6.05 eV/Å

Last column: natural (NBO) charge in e.
CARTESIAN COORDINATES (ANGSTROEM)
C: 1.08 -1.53 -1.56  -0.92
C: -0.29 -2.27 0.52  -0.63
C: -1.32 -1.12 0.96  -0.42
C: -0.89 -0.04 2.14  -0.42
C: -1.41 1.53 2.07  -0.39
C: -0.13 2.54 1.73  -0.41
C: 0.75 1.80 0.70  -0.32
C: -0.42 1.59 -1.46  0.36
H: 1.95 -1.01 -2.02  0.24
H: 1.36 -2.82 -1.52  0.25
H: 0.08 -1.04 -2.06  0.29
H: -0.71 -2.92 -0.41  0.25
H: -0.10 -2.87 1.40  0.24
H: -1.59 -0.47 -0.05  0.21
H: -2.33 -1.69 1.29  0.23
H: 0.15 0.00 2.11  0.20
H: -1.25 -0.63 3.01  0.21
H: -2.01 1.61 1.23  0.20
H: -1.99 1.71 2.90  0.22
H: 0.47 2.86 2.75  0.25
H: -0.72 3.42 0.99  0.24
H: 1.80 2.34 0.69  0.22
H: 1.26 0.72 0.79  0.26
N: 0.34 1.79 -0.60  -0.42
O: 2.46 -2.51 0.44  -0.96
S: 1.33 -1.55 0.16  1.25
S: -1.50 1.13 -2.73  -0.20

***

The following is a quantum chemistry calculation of C29H42Cl2GaNO2S3Sb as an isolated structure at a distorted geometry, from the OMol25 dataset.

Calculated values
HOMO level (alpha / beta)   -0.289 / -0.289 Eh
Multiplicity   2
Orbital gap (alpha / beta)   5.393 / 5.372 eV
ΔE to the lowest compared entry with this formula, charge and spin   0.8512 eV
Strongest force on any atom   1.68 eV/Å

Last column: Löwdin spin population.
CARTESIAN COORDINATES (ANGSTROEM)
Ga: 2.23 1.56 -0.05  0.01
C: -2.03 -4.17 -1.48  0.00
C: -0.88 -4.54 -0.54  0.00
C: -1.42 -4.70 0.90  0.00
C: -0.33 -5.90 -0.99  0.00
C: 0.17 -3.44 -0.52  0.00
C: -0.20 -2.13 -0.33  0.00
C: 0.76 -1.11 -0.28  0.00
N: 0.55 0.19 -0.15  0.00
C: -0.55 0.90 0.11  0.00
C: -1.70 0.48 0.79  0.00
C: -2.73 1.36 1.01  0.00
C: -2.63 2.65 0.45  0.00
C: -1.52 3.14 -0.21  0.00
C: -0.39 2.28 -0.30  0.00
O: 0.76 2.65 -0.73  0.00
C: -1.56 4.57 -0.73  0.00
C: -1.66 5.52 0.48  0.00
C: -0.33 4.98 -1.55  0.00
C: -2.79 4.74 -1.63  0.00
C: -3.91 0.94 1.88  0.00
C: -5.01 2.00 1.95  0.00
C: -4.53 -0.36 1.33  0.00
C: -3.38 0.69 3.30  0.00
C: 2.18 -1.43 -0.45  0.00
O: 3.01 -0.48 -0.35  0.00
C: 2.54 -2.80 -0.70  0.00
C: 1.55 -3.74 -0.68  0.00
C: 3.98 -3.14 -1.06  0.00
C: 4.93 -2.76 0.09  0.00
C: 4.18 -4.63 -1.35  0.00
C: 4.33 -2.34 -2.32  0.00
H: -2.73 -5.00 -1.56  0.00
H: -1.65 -3.96 -2.48  0.00
H: -2.59 -3.30 -1.14  0.00
H: -2.16 -5.49 0.92  0.00
H: -1.88 -3.77 1.24  0.00
H: -0.61 -4.95 1.58  0.00
H: -1.15 -6.62 -1.02  0.00
H: 0.41 -6.28 -0.29  0.00
H: 0.10 -5.84 -1.98  0.00
H: -1.24 -1.85 -0.29  0.00
H: -1.71 -0.51 1.22  0.00
H: -3.47 3.31 0.59  0.00
H: -0.82 5.37 1.15  0.00
H: -2.58 5.36 1.03  0.00
H: -1.64 6.56 0.14  0.00
H: 0.57 4.98 -0.95  0.00
H: -0.48 5.99 -1.94  0.00
H: -0.18 4.31 -2.39  0.00
H: -3.72 4.53 -1.11  0.00
H: -2.72 4.07 -2.49  0.00
H: -2.84 5.76 -2.01  0.00
H: -5.39 2.24 0.95  0.00
H: -4.65 2.91 2.42  0.00
H: -5.84 1.62 2.54  0.00
H: -4.83 -0.22 0.29  0.00
H: -5.41 -0.62 1.91  0.00
H: -3.83 -1.19 1.38  0.00
H: -2.93 1.60 3.70  0.00
H: -2.63 -0.09 3.31  0.00
H: -4.20 0.40 3.95  0.00
H: 1.81 -4.77 -0.83  0.00
H: 4.62 -3.24 1.02  0.00
H: 4.94 -1.68 0.25  0.01
H: 5.94 -3.08 -0.15  0.00
H: 3.99 -5.24 -0.47  0.00
H: 5.21 -4.79 -1.65  0.00
H: 3.54 -4.96 -2.17  0.00
H: 4.26 -1.27 -2.15  0.00
H: 3.64 -2.60 -3.12  0.00
H: 5.34 -2.57 -2.65  0.00
S: 5.97 2.98 2.11  0.73
Sb: 5.09 1.11 1.10  0.08
S: 2.82 1.05 2.14  0.07
S: 4.21 2.11 -1.01  0.05
Cl: 2.40 4.23 1.12  0.00
C: 3.67 5.39 0.71  0.01
Cl: 3.57 5.82 -1.00  0.00
H: 4.64 4.92 0.90  0.02
H: 3.52 6.28 1.31  0.00

***

The following is a quantum chemistry calculation of CFN2O as an isolated structure at a distorted geometry, from the OMol25 dataset.

Calculated values
Net charge   -1
HOMO level (alpha / beta)   -0.163 / -0.163 Eh
Multiplicity   1
Orbital gap (alpha / beta)   6.819 / 6.818 eV
ΔE to the lowest compared entry with this formula, charge and spin   0.4905 eV
Strongest force on any atom   7.64 eV/Å

Last column: natural (NBO) charge in e.
CARTESIAN COORDINATES (ANGSTROEM)
C: 1.72 -0.33 0.37  -0.22
N: 2.45 0.50 0.11  -0.72
N: -1.00 -0.09 -0.52  0.57
O: -1.44 -1.18 -0.28  -0.20
F: -1.74 1.10 0.32  -0.44

***

The following is a quantum chemistry calculation of one molecule with the formula C18H15Br2NO2 at a distorted geometry, from the OMol25 dataset.

Calculated values
Structure (SMILES)   CCNc1ccc(Br)cc(C(=O)/C=C/c2ccc(Br)cc2)c1=O
HOMO level   -0.310 Eh
Multiplicity   1
Orbital gap   7.605 eV
ΔE to the lowest compared entry with this formula, charge and spin   0.9885 eV
Strongest force on any atom   5.27 eV/Å

Last column: natural (NBO) charge in e.
CARTESIAN COORDINATES (ANGSTROEM)
C: 0.67 3.96 0.64  -0.61
C: 0.04 3.31 -0.65  -0.23
N: 0.70 2.01 -0.80  -0.60
C: 0.61 1.19 -2.00  0.15
C: -0.43 1.29 -2.90  -0.29
C: -0.49 0.55 -4.22  -0.17
C: 0.02 -0.71 -4.44  -0.15
Br: -0.29 -1.18 -6.24  0.06
C: 0.50 -1.71 -3.45  -0.11
C: 0.95 -1.38 -2.21  -0.20
C: 1.17 -2.48 -1.25  0.52
O: 1.52 -3.57 -1.65  -0.53
C: 0.94 -2.36 0.21  -0.25
C: 0.08 -1.36 0.75  -0.15
C: -0.44 -1.32 2.10  -0.01
C: -1.02 -0.21 2.69  -0.20
C: -1.54 -0.30 4.05  -0.23
C: -1.53 -1.47 4.77  -0.08
Br: -2.01 -1.46 6.62  0.06
C: -0.92 -2.60 4.21  -0.23
C: -0.47 -2.56 2.87  -0.19
C: 1.47 -0.05 -1.92  0.50
O: 2.55 0.04 -1.26  -0.54
H: 0.06 4.88 0.95  0.22
H: 0.44 3.32 1.58  0.21
H: 1.70 4.18 0.50  0.21
H: -1.01 3.11 -0.35  0.19
H: 0.14 4.02 -1.48  0.20
H: 1.58 1.93 -0.40  0.40
H: -1.14 2.09 -2.80  0.22
H: -1.01 1.14 -5.02  0.24
H: 0.46 -2.77 -3.61  0.26
H: 1.30 -3.17 0.78  0.22
H: -0.53 -0.75 0.11  0.21
H: -1.22 0.71 2.16  0.22
H: -1.93 0.59 4.45  0.22
H: -0.79 -3.46 4.83  0.23
H: -0.16 -3.46 2.38  0.22